No. 1
# C11H15N

A 2-piece molecular cluster, C11H15N overall at a distorted geometry (ωB97M-V/def2-TZVPD, the Open Molecules 2025 dataset).

Each line ends with the Mulliken charge.
CARTESIAN COORDINATES (ANGSTROEM)
C -0.181 -3.314 -1.035  -0.7152
C 0.480 -4.252 -1.982  -0.9239
H -0.420 -3.872 -0.143  0.3262
H 0.500 -2.429 -0.717  0.0429
H -1.157 -2.767 -1.117  0.4345
H 1.532 -3.964 -2.290  0.2796
H 0.163 -4.277 -3.023  0.2969
H 0.579 -5.152 -1.374  0.2258
C -0.512 3.024 -1.741  -1.2155
C -0.147 1.562 1.704  0.1317
C 0.010 1.521 0.319  0.7697
C -0.456 2.850 -0.284  0.3922
C -0.723 3.570 0.832  -0.6114
C 0.297 -0.608 2.080  -0.4909
C -0.033 0.563 2.650  -0.9734
C 0.624 -0.789 0.726  -0.2677
C 0.737 0.365 -0.054  -0.9569
N -0.387 2.894 2.053  -0.1641
H 0.493 -1.427 2.650  0.4620
H -0.115 0.736 3.712  0.3608
H 0.637 -1.820 0.409  0.4450
H 1.090 0.243 -0.958  0.5484
H -0.010 3.388 2.889  0.2730
H -1.183 4.533 0.963  0.4354
H -1.542 3.458 -1.909  0.2909
H -0.386 2.090 -2.324  0.3174
H 0.110 3.871 -2.038  0.2868

No. 2
# C11H15N

A 2-piece molecular cluster, C11H15N overall at a distorted geometry (ωB97M-V/def2-TZVPD, the Open Molecules 2025 dataset).

Each line ends with the Mulliken charge.
CARTESIAN COORDINATES (ANGSTROEM)
C -2.196 -1.601 -1.320  -1.5721
C -0.878 -1.234 -0.737  0.6949
C 0.022 -2.172 -0.342  -0.6729
C -0.171 0.027 -0.754  0.1194
C 1.130 -0.254 -0.269  0.3488
C -0.452 1.316 -1.187  -0.2108
C 2.170 0.667 -0.363  -0.7099
C 0.511 2.293 -0.994  -0.6106
C 1.841 1.977 -0.656  -0.4609
N 1.303 -1.644 -0.153  -0.2564
H -2.125 -2.029 -2.330  0.3348
H -2.962 -0.835 -1.440  0.3730
H -0.115 -3.245 -0.353  0.4509
H 1.914 -1.884 0.613  0.3059
H -1.431 1.557 -1.592  0.3413
H 3.207 0.356 -0.336  0.3913
H 0.240 3.338 -1.052  0.3616
H 2.465 2.847 -0.478  0.3623
H -2.584 -2.487 -0.806  0.3790
C -1.447 0.773 2.072  -0.4236
C -0.744 0.051 3.215  -0.9540
H -1.855 1.719 2.461  0.4215
H -0.841 1.075 1.235  -0.1396
H -2.348 0.270 1.724  0.2817
H 0.324 -0.110 3.053  0.2818
H -1.232 -0.912 3.387  0.2277
H -0.794 0.589 4.164  0.3347

No. 3
# C11H15N

A 2-piece molecular cluster, C11H15N overall at a distorted geometry (ωB97M-V/def2-TZVPD, the Open Molecules 2025 dataset).

Each line ends with the Mulliken charge.
CARTESIAN COORDINATES (ANGSTROEM)
C 2.231 -1.851 0.278  -1.1513
C 0.289 1.093 -0.813  0.1113
C 0.336 -0.318 -0.730  0.7563
C 1.666 -0.571 -0.230  0.6006
C 2.336 0.599 -0.123  -0.8987
C -0.885 1.811 -1.103  -0.7748
C -2.010 1.058 -1.370  -0.3912
C -0.861 -1.050 -0.892  -0.4142
C -1.978 -0.335 -1.240  -0.7937
N 1.516 1.665 -0.580  -0.1508
H 1.639 2.632 -0.335  0.2454
H -0.811 2.846 -1.418  0.3575
H 3.373 0.755 0.125  0.4188
H -2.890 1.522 -1.808  0.4001
H -0.741 -2.125 -0.870  0.4076
H 1.801 -2.087 1.255  0.1850
H 3.284 -1.653 0.534  0.3641
H -2.798 -0.942 -1.614  0.3735
H 2.087 -2.699 -0.396  0.3312
C -0.716 -1.208 2.702  -0.8175
C -1.790 -0.171 2.403  -0.5415
H 0.272 -0.754 2.552  0.1457
H -0.651 -1.474 3.772  0.4092
H -0.776 -2.178 2.207  0.2582
H -1.862 0.025 1.335  -0.0310
H -1.338 0.779 2.704  0.2534
H -2.770 -0.480 2.746  0.3468

No. 4
# C11H15N

A 2-piece molecular cluster, C11H15N overall at a distorted geometry (ωB97M-V/def2-TZVPD, the Open Molecules 2025 dataset).

Each line ends with the Mulliken charge.
CARTESIAN COORDINATES (ANGSTROEM)
C -1.938 1.230 2.132  -1.3470
C 0.094 0.622 0.724  1.7428
C -1.113 1.368 0.905  0.3872
C 0.762 1.091 -0.448  -0.4905
C -1.157 2.239 -0.143  -0.6893
C 1.713 -1.132 0.922  -0.7132
C 2.356 -0.629 -0.221  -0.4547
C 0.604 -0.481 1.424  -0.3454
C 1.918 0.472 -0.908  -0.9495
N -0.044 2.095 -0.950  -0.0023
H 2.106 -2.059 1.315  0.3873
H 3.203 -1.215 -0.553  0.3655
H 0.116 -0.999 2.242  0.2782
H 2.373 0.797 -1.835  0.3493
H -2.902 1.727 2.182  0.3639
H -1.384 1.747 2.933  0.3081
H -1.670 3.170 -0.313  0.3805
H 0.101 2.625 -1.782  0.1581
H -1.957 0.182 2.409  0.2644
C -0.461 -2.344 -1.803  -0.5463
C -1.562 -3.143 -1.118  -0.9556
H -0.564 -1.274 -1.647  0.0239
H 0.502 -2.806 -1.594  0.2464
H -0.508 -2.482 -2.892  0.3975
H -1.840 -2.688 -0.165  0.2431
H -1.216 -4.116 -0.731  0.2809
H -2.439 -3.401 -1.701  0.3168

No. 5
# C11H15N

A 2-piece molecular cluster, C11H15N overall at a distorted geometry (ωB97M-V/def2-TZVPD, the Open Molecules 2025 dataset).

Each line ends with the Mulliken charge.
CARTESIAN COORDINATES (ANGSTROEM)
C 2.184 2.538 1.727  -0.4758
C 3.139 1.462 1.795  -0.9436
H 2.595 3.245 0.954  0.2493
H 1.180 2.146 1.566  -0.0602
H 2.189 3.141 2.643  0.3580
H 2.849 0.680 2.583  0.2531
H 3.997 1.731 2.521  0.3012
H 3.407 1.056 0.851  0.2969
C 0.315 -1.738 -3.008  -1.1843
C -0.908 -0.625 -0.862  1.0277
C -0.586 -1.578 -1.821  0.3239
C -1.822 -1.147 0.034  0.0256
C -1.430 -2.697 -1.489  -0.7373
C -1.095 1.362 0.363  -0.3986
C -2.085 0.803 1.183  -0.6325
C -0.526 0.734 -0.680  -0.4331
C -2.346 -0.553 1.187  -0.9099
N -2.146 -2.476 -0.354  -0.0173
H -0.695 2.373 0.604  0.5147
H -2.434 1.517 2.032  0.2336
H -0.041 1.341 -1.551  0.2257
H -2.914 -1.095 1.776  0.5426
H 1.222 -2.239 -2.722  0.2772
H 0.367 -0.855 -3.636  0.3588
H -1.579 -3.515 -2.079  0.4646
H -2.689 -3.105 0.066  0.0078
H -0.148 -2.508 -3.681  0.3319

No. 6
# C11H15N

A 2-piece molecular cluster, C11H15N overall at a distorted geometry (ωB97M-V/def2-TZVPD, the Open Molecules 2025 dataset).

Each line ends with the Mulliken charge.
CARTESIAN COORDINATES (ANGSTROEM)
C -1.503 -0.113 -2.340  -1.3318
C -0.966 0.874 1.231  -0.0955
C -0.500 0.881 -0.096  0.5467
C -1.417 0.068 -0.873  0.6748
C -2.403 -0.294 -0.013  -0.7429
C -0.327 1.602 2.235  -0.9131
C 0.679 2.453 1.816  -0.3963
C 0.569 1.689 -0.470  -0.1129
C 1.206 2.432 0.518  -0.6173
N -2.089 0.072 1.286  -0.1457
H -2.770 0.245 2.007  0.2465
H -0.739 1.682 3.235  0.3632
H -3.193 -1.007 -0.163  0.4016
H 1.199 3.061 2.537  0.3513
H 0.833 1.910 -1.497  0.3945
H -2.510 -0.418 -2.642  0.3861
H -0.799 -0.795 -2.819  0.2395
H 2.099 2.998 0.311  0.4024
H -1.502 0.814 -2.930  0.3344
C 1.510 -1.902 0.441  -0.4708
C 2.125 -2.592 -0.780  -0.8895
H 0.526 -2.356 0.627  0.2274
H 2.061 -2.119 1.356  0.3744
H 1.248 -0.857 0.316  -0.0413
H 1.936 -3.660 -0.681  0.2991
H 1.554 -2.303 -1.665  0.2150
H 3.169 -2.364 -0.945  0.3003

Frontier orbital gap: 8.762 8.893 8.900 8.772 8.394 8.894 (eV)
Relative energy (zero: lowest compared OMol25 entry of this formula, charge and spin): 3.728 1.008 0.782 0.670 2.593 0.598 (eV)